105
Properties=species:S:1:pos:R:3:forces:R:3 method="wB97M-V/def2-TZVPD" mol_weight_g_mol=1122.4 homo_lumo_gap_ev=5.050 charge=+3 total_energy_ev=-164915.5164
Hf 0.42346 0.30018 1.06615 -2.0 -0.2 -0.9
Br -1.13389 -6.62175 5.21380 -0.1 -0.1 0.0
S -0.02627 -2.39268 0.53166 -0.2 -0.1 0.2
S -3.14220 -0.39147 1.36244 -0.1 0.0 0.0
O -1.62911 -0.12811 1.51565 0.2 0.0 0.2
O -3.70132 2.73767 -11.13987 0.0 0.1 -0.1
O 2.31457 -0.08962 1.13448 1.2 -0.4 0.7
O 0.43721 6.45717 4.44078 0.0 -0.1 0.0
N 0.90341 2.17579 2.20597 -0.2 0.3 0.4
N 0.88169 0.16670 -1.15801 0.1 0.3 -0.4
N -1.11021 0.98423 -5.55858 0.0 0.0 0.0
N -2.50395 2.52431 -4.77799 -0.2 0.2 0.1
N 0.86219 -4.38481 -0.94866 -0.1 0.0 0.0
N 2.44482 -3.42874 0.38809 0.2 0.0 0.0
N 4.33087 -2.59725 5.70481 0.4 0.5 0.9
N 0.67052 -0.50874 3.19689 0.4 -0.2 0.1
N 3.86061 -3.44194 6.47630 0.2 -0.5 -0.7
N 2.44243 5.90628 5.36996 0.0 0.1 -0.1
N -0.89173 1.90191 -0.12709 0.1 0.1 -0.4
C -0.02311 0.72577 -2.01344 0.2 -0.1 0.0
C -3.40509 -1.90200 2.26482 0.0 -0.1 0.1
C -3.51611 3.05284 -7.51203 0.0 0.1 0.1
C 3.76357 -2.07988 4.53285 -0.1 0.1 -0.5
C 0.16245 3.61608 3.96195 0.0 0.1 0.0
C 0.00095 2.52556 3.14997 0.2 0.0 0.0
C -0.95521 1.10875 -4.21716 0.2 -0.1 -0.2
C 0.25155 -1.18804 5.44832 0.1 0.0 0.1
C 2.43803 -1.54752 4.51125 0.0 0.2 0.1
C 2.37746 -4.51142 4.76366 0.1 -0.3 -0.1
C -2.42435 1.57918 -9.58559 0.1 -0.1 -0.1
C 0.96018 -0.44553 -3.87754 0.0 0.0 -0.1
C -2.05475 1.85535 -5.88873 0.1 -0.2 0.0
C -1.70579 2.80905 0.39248 0.1 0.0 0.1
C 4.10002 -1.22601 2.28722 0.2 0.2 -0.3
C 1.96956 -0.93685 3.33279 -0.1 0.1 0.3
C -2.67213 3.34695 -1.71744 0.0 0.0 -0.2
C -0.94761 1.68176 -1.47041 0.0 0.0 0.1
C -2.01366 1.34989 -8.29732 0.1 0.0 0.0
C -0.00940 0.43985 -3.38176 -0.1 0.0 -0.1
C 1.31074 4.39613 3.81615 -0.2 0.1 0.0
C 1.90206 -0.94791 -3.01600 0.0 0.0 -0.1
C 2.05151 -4.83163 7.13200 0.0 0.1 0.1
C -4.57906 3.81000 -11.49316 0.0 0.0 0.1
C -1.80500 2.05877 -3.69224 -0.1 0.0 0.0
C 2.76401 -4.26671 6.08217 -0.3 0.1 0.0
C 2.82779 -0.72903 2.23163 0.1 -0.2 -0.2
C 2.24281 4.03756 2.85519 0.1 0.1 0.1
C 0.47847 -5.72668 5.57252 0.0 0.1 0.0
C 3.50871 -4.33738 -0.04068 -0.1 0.0 0.0
C 1.83660 -0.60452 -1.66893 0.0 0.0 0.1
C 1.36806 5.69836 4.58775 0.1 0.0 0.1
C 2.00808 2.92443 2.07410 0.0 -0.2 -0.1
C 1.23528 -5.24535 4.50883 0.1 0.0 0.0
C -1.83817 2.37787 -2.31273 -0.1 0.2 0.0
C -2.54757 2.09325 -7.23360 0.0 -0.1 0.0
C -3.37993 2.56777 -9.85810 0.0 0.0 0.1
C -2.60607 3.55640 -0.36789 -0.1 0.1 0.0
C 0.89246 -5.55099 6.88238 0.0 0.0 0.1
C -3.93199 3.29979 -8.80645 -0.1 0.1 0.1
C 1.55334 -1.58829 5.60734 -0.1 0.1 0.1
C 1.20054 -3.46731 -0.04946 0.0 0.1 0.0
C -3.33032 -1.02345 -0.28860 0.0 0.0 -0.1
C 4.56612 -1.89936 3.42860 0.0 -0.2 0.2
C -0.15197 -0.67535 4.21604 -0.2 0.1 -0.2
H 4.75875 -1.06867 1.43826 0.0 0.0 0.1
H 1.90095 -1.92117 6.57840 -0.1 0.0 -0.1
H -3.34922 3.93104 -2.33008 0.0 0.0 0.1
H -2.01383 1.02298 -10.41985 0.0 0.0 0.1
H -4.35098 -1.39847 -0.38830 0.0 0.1 0.0
H -4.42280 -2.24248 2.06599 0.0 0.0 0.0
H -5.58802 3.62851 -11.11794 0.0 0.0 0.0
H -0.87800 1.89816 3.23544 0.0 0.0 0.0
H 2.98455 -4.15404 3.94163 -0.1 -0.2 0.0
H -3.16820 -0.20399 -0.98879 0.0 0.0 0.0
H -2.66691 -2.63686 1.94326 0.0 0.0 0.0
H 0.31761 -5.97610 7.69401 0.0 0.0 0.0
H -1.17854 -0.36305 4.06259 0.0 0.0 0.0
H 2.67148 -2.72098 1.07081 0.0 0.0 0.1
H 2.58515 -0.94791 -0.97059 0.0 -0.1 0.0
H 2.40695 -4.67100 8.14329 0.0 0.0 0.0
H -0.59982 3.89327 4.67776 0.0 0.0 0.0
H 0.95929 -0.67370 -4.93753 0.0 0.0 0.1
H -3.19228 3.25729 -4.78435 0.0 0.0 0.0
H -1.65345 2.97010 1.45892 0.0 0.0 0.0
H -4.20482 4.76160 -11.11219 0.0 0.0 0.0
H 0.92428 -5.45410 3.49350 0.0 0.0 0.0
H 3.20373 -5.37891 0.07331 0.0 0.0 0.1
H -4.68139 4.05476 -8.99476 0.0 0.0 0.0
H -0.45553 -1.25887 6.26386 0.0 0.1 0.0
H 2.48956 6.76570 5.89621 0.0 0.0 0.0
H 4.37499 -4.17300 0.59315 0.0 0.0 0.0
H 2.69632 -1.59403 -3.36528 0.0 0.1 0.0
H 1.48614 -5.12654 -1.22383 0.0 0.0 0.0
H -3.97091 3.63109 -6.71346 0.0 0.0 -0.1
H 5.57380 -2.29438 3.45562 0.0 0.1 0.0
H -1.26353 0.59825 -8.08706 0.0 0.0 0.0
H -3.30218 -1.68273 3.32643 0.0 0.0 0.0
H 3.79422 -4.15635 -1.07815 0.0 0.0 0.0
H -0.09427 -4.44313 -1.25232 0.0 0.0 0.0
H -2.60243 -1.81974 -0.44176 0.0 0.0 0.0
H -3.23174 4.29181 0.12073 0.0 0.0 0.0
H 3.17900 5.23454 5.48876 0.0 -0.1 0.0
H 3.13618 4.62717 2.69608 0.0 0.0 0.0
H 2.71521 2.61111 1.31664 0.0 0.0 0.0
H -4.59548 3.83355 -12.57595 0.0 0.0 0.0



90
Properties=species:S:1:pos:R:3:forces:R:3 method="wB97M-V/def2-TZVPD" mol_weight_g_mol=615.8 homo_lumo_gap_ev=10.888 e_above_lowest_kcal_mol=52.7 total_energy_ev=-54184.6237
N -1.92247 -6.53864 0.96572 1.1 0.5 -0.2
N -4.32182 -0.96308 -0.73231 -0.4 2.6 -2.3
N 5.20680 4.07222 -1.92800 -0.2 -0.4 0.1
N 3.70251 6.74631 6.20747 1.9 -4.0 -1.9
N -6.30383 -1.22031 -3.93965 1.0 -0.1 0.0
N 1.41590 2.10057 1.18730 -1.4 -3.9 -1.4
N 1.55511 1.15837 -3.19969 -1.0 0.5 0.2
N -1.29327 -4.09773 -2.53190 0.6 -0.2 -0.1
N 2.11463 0.35515 -6.85665 0.5 0.6 -1.0
N -0.19739 1.15428 6.88262 0.0 1.1 -0.5
N 3.97792 6.03776 2.48378 -5.3 -2.0 -5.5
N -1.27123 -3.03073 2.53222 -0.5 -1.0 0.5
N 3.50151 -4.41185 -2.79453 2.9 3.0 2.1
N -1.91471 0.25077 -2.60977 -2.7 1.1 0.0
N -3.24466 1.70935 3.97508 -0.2 1.4 0.2
C -2.96200 0.78186 -2.58713 2.5 -0.8 -0.3
C -4.21742 -1.76798 0.04107 0.6 -3.3 2.8
C -5.21420 -1.60740 -3.94099 -0.5 -0.4 0.1
C -3.88596 -2.25399 -3.97346 0.0 0.5 -0.2
C -4.18696 1.61787 -2.55565 1.1 -1.4 0.2
C 4.82555 2.99353 -1.80101 0.6 -0.7 -0.4
C -0.26957 2.24374 6.50054 -0.5 -0.6 1.2
C -1.80254 -3.88463 3.10568 0.4 -0.1 0.3
C -0.35201 2.92795 -2.83150 1.2 -0.7 -1.1
C -0.46426 -4.67937 -3.08365 -1.0 -0.9 0.2
C 1.45920 -0.23899 -6.13966 0.0 -0.4 1.6
C -0.36680 3.63821 6.03666 0.7 -0.9 -0.5
C 3.13723 5.72461 1.64580 6.2 2.2 6.1
C 0.55305 -5.37328 -3.87557 0.5 0.9 -0.1
C 4.27533 1.61819 -1.63895 0.0 1.3 0.6
C 4.23005 -3.62901 -2.27597 -2.8 -2.9 -2.2
C 4.23094 5.79131 5.72918 -0.9 3.7 2.0
C -4.06572 -2.84931 1.02160 -1.0 -0.7 0.5
C 2.10072 5.37305 0.74897 -1.9 -0.8 -1.1
C -3.71550 4.27845 3.94226 0.3 0.4 -0.3
C 5.09897 -2.65534 -1.62734 0.4 -0.1 -0.3
C 0.70364 -1.01521 -5.13487 0.7 0.6 -1.4
C 0.99058 1.05669 0.80981 0.8 3.7 1.0
C 5.01590 4.69117 5.14894 -0.8 -0.9 -0.5
C 0.51083 -5.59130 0.84578 0.6 0.4 -1.2
C 0.66017 1.87553 -3.04914 1.2 0.0 0.0
C -0.84705 -6.11826 0.88003 -0.7 -0.7 0.8
C 0.37882 -0.17177 0.26080 0.6 0.0 0.7
C -3.45942 2.84663 4.03560 -0.1 -1.4 -0.2
C -2.45348 -4.94529 3.97037 0.7 1.2 -1.9
H 0.84655 -5.02323 1.71337 -0.5 0.0 0.0
H -0.24473 -0.67073 1.00263 -0.2 0.3 0.1
H 0.41431 -1.85312 -5.76913 -0.8 -0.3 0.7
H -4.13022 4.76164 4.82692 0.1 -0.4 0.1
H 1.20332 -0.86603 0.09862 -0.1 0.0 -0.5
H -4.99836 0.90068 -2.43162 -0.3 0.4 0.0
H -1.02623 3.58453 5.17042 0.1 0.4 -0.1
H -5.00831 -3.35167 1.23905 -0.6 0.5 -0.3
H -0.19202 0.03431 -0.64461 0.2 0.0 0.0
H 5.95024 4.93841 4.64498 -0.3 0.6 0.1
H -3.75841 -2.50891 2.01043 0.5 0.3 -0.4
H 4.80722 -1.63978 -1.89499 -0.4 -0.1 0.4
H 4.35726 4.23483 4.40999 0.1 0.1 -0.3
H -2.11207 -5.92065 3.62365 0.4 0.1 0.4
H -2.75576 4.74077 3.71146 0.0 0.2 0.1
H -4.24445 2.16540 -3.49640 -0.2 0.2 0.3
H -0.03125 3.79094 -3.41499 0.1 0.1 0.2
H 6.11836 -2.72358 -2.00716 0.0 -0.4 0.0
H 0.81192 -4.54170 -4.53097 0.8 -0.2 -0.3
H 5.11793 -2.87823 -0.56054 -0.1 0.4 0.0
H 2.27807 4.50009 0.12080 0.7 0.2 0.0
H -0.07151 -0.33181 -4.78817 -0.3 -0.7 0.2
H -4.04791 2.21149 -1.65211 -0.5 0.4 -0.2
H 0.54727 -4.97636 -0.05345 -0.1 0.7 0.2
H 5.23254 3.85062 5.80822 -0.1 0.4 0.6
H 1.30507 -6.29198 0.58823 -0.4 -0.7 0.4
H -3.51527 -3.72907 0.68825 0.8 0.6 -0.3
H -0.31263 3.14483 -1.76401 -0.9 0.0 -0.1
H 3.24573 1.89467 -1.41183 -0.3 -0.9 -0.2
H -4.36669 4.49501 3.09541 -0.1 -0.2 0.1
H -3.50347 -4.94220 3.67778 -0.2 0.2 0.8
H 1.22000 5.02674 1.28980 0.0 0.2 0.4
H 1.36148 -1.33564 -4.32698 -0.2 0.1 -0.1
H -3.97617 -3.29165 -4.29475 -0.1 0.1 0.2
H 0.66290 3.83268 5.73661 -0.1 0.5 -0.4
H -1.23393 2.53101 -3.33424 -0.4 0.4 0.9
H 0.33834 -6.21842 -4.52960 -1.0 0.1 0.4
H 1.75085 6.18826 0.11564 0.4 0.2 0.1
H 1.41251 -5.66718 -3.27304 0.0 0.4 0.0
H -3.25398 -1.73313 -4.69276 -0.1 0.0 -0.1
H -2.17245 -4.66504 4.98554 -0.6 -0.5 0.1
H 4.37681 0.94406 -2.48946 -0.2 0.6 -0.2
H -3.36039 -2.17244 -3.02202 -0.3 -0.2 0.1
H -0.65569 4.42504 6.73346 -0.2 -0.6 0.3
H 4.70016 1.13642 -0.75832 0.1 0.2 0.0



78
Properties=species:S:1:pos:R:3:forces:R:3 method="wB97M-V/def2-TZVPD" multiplicity=2 mol_weight_g_mol=840.1 homo_lumo_gap_ev="6.257 / 5.360" charge=-1 e_above_lowest_kcal_mol=0.0 total_energy_ev=-115074.9156
Tc -0.46286 -0.30417 -0.37959 -0.5 -0.4 0.1
S -4.39227 1.48280 -2.80262 0.1 -0.1 -0.1
S -5.94712 1.87244 -5.30023 0.0 -0.1 0.0
S -2.99952 2.25801 -5.18690 0.0 -0.1 0.0
S -0.39018 2.57412 -3.85397 0.1 -0.1 0.0
S -2.10667 1.46525 -1.01733 0.0 0.2 0.0
S -2.07255 -1.92099 -0.85490 0.3 0.2 -0.1
O 2.62504 1.24776 -2.73808 0.0 0.0 0.0
O -0.90342 1.72418 3.26536 0.0 0.0 -0.1
N 1.05665 -0.19439 -1.82088 0.0 0.1 0.2
N 0.66781 -2.02138 0.30610 0.1 0.1 0.0
N 0.61258 1.39310 0.12224 -0.1 0.1 -0.1
N -0.98951 0.08026 1.63488 0.3 0.0 0.0
C 0.39502 -1.48730 3.75208 0.0 0.0 0.0
C -0.79544 -1.06671 -3.89537 -0.1 0.0 0.1
C -2.67077 1.69955 -2.60157 -0.1 -0.1 0.0
C -3.87962 0.13931 1.57876 0.0 0.0 0.0
C 0.15745 -3.26705 0.01288 0.0 0.0 -0.1
C 1.87672 -1.93386 0.83511 0.0 0.0 0.1
C 0.62284 -3.08696 -4.07852 0.0 0.0 0.0
C -3.16835 -2.67222 3.99386 0.0 0.0 0.0
C 0.34270 -5.70577 -0.07317 0.0 0.0 0.0
C -1.16963 -3.36925 -0.48890 0.0 -0.1 0.0
C 2.69838 -3.07287 1.00547 0.0 -0.1 0.0
C 1.80465 -3.78062 -3.90308 0.0 0.0 0.0
C -4.52027 1.85084 -4.48605 -0.1 0.2 0.1
C -3.82108 -1.78620 3.15518 0.0 0.0 0.0
C 2.82033 -3.19422 -3.17071 0.0 0.0 0.0
C 1.40626 1.91501 -0.80814 0.0 0.1 0.0
C 0.41909 -1.84670 -3.48329 0.1 0.0 0.0
C -1.71909 -0.80572 2.49938 -0.1 -0.1 0.0
C -0.94597 -5.78600 -0.52055 0.1 0.0 0.0
C 1.49418 3.93860 0.43943 0.0 0.0 0.0
C 2.38876 -0.61661 1.34213 0.0 0.0 -0.1
C -1.80014 -2.56555 4.14356 0.0 0.0 0.0
C 1.87550 3.20942 -0.68107 0.0 -0.1 0.0
C 1.40265 -1.31985 -2.62779 -0.1 -0.1 -0.1
C -3.11973 -0.84136 2.41662 0.0 0.0 0.0
C 0.91120 -4.44294 0.20735 0.0 0.0 0.0
C -1.98222 2.12678 -3.74954 0.0 0.1 0.0
C -1.69728 -4.61972 -0.72522 0.0 0.1 0.0
C 1.75817 0.96106 -1.92188 0.0 0.0 -0.1
C 0.67947 3.36202 1.40740 0.0 -0.1 0.0
C 3.85120 -1.36814 -1.86607 0.1 0.1 0.0
C 0.24456 2.06365 1.20893 0.0 0.1 0.0
C -1.06516 -1.62392 3.42780 0.0 0.0 0.0
C -0.63768 1.27808 2.15210 0.0 0.1 0.1
C 2.65320 -1.96304 -2.54441 -0.1 0.0 0.0
C 2.23151 -4.30707 0.68485 0.0 0.1 0.0
H 4.28067 -0.58544 -2.49307 0.0 0.0 0.0
H 1.83616 4.95809 0.56083 0.0 0.0 0.0
H 0.72459 -0.45600 3.65610 0.0 0.0 0.0
H 1.94771 -4.75180 -4.35995 0.0 0.0 0.0
H 1.01918 -2.12217 3.12200 0.0 0.0 0.0
H -3.55073 1.16064 1.77271 0.0 0.0 0.0
H 2.84662 -5.19010 0.80579 0.0 0.0 0.0
H -1.05328 -0.27582 -3.19920 0.0 0.0 0.0
H -1.27939 -3.20458 4.84747 0.0 0.0 0.0
H 0.94317 -6.59329 0.07876 0.0 0.0 0.0
H -3.72664 -3.41137 4.55463 0.0 0.0 0.0
H -4.94594 0.06978 1.79454 0.0 0.0 0.0
H 3.69500 -2.93322 1.39977 0.0 0.0 0.0
H -2.71184 -4.68957 -1.09631 0.0 0.0 0.0
H 3.77570 -3.69736 -3.07280 0.0 0.0 0.0
H 3.28678 -0.77575 1.93792 0.0 0.0 0.0
H -0.16214 -3.49583 -4.70374 0.0 0.0 0.0
H 3.61635 -0.90218 -0.91779 -0.1 0.1 0.1
H 4.60320 -2.13903 -1.69089 0.0 0.0 0.0
H 1.63682 -0.13836 1.95917 0.0 0.0 0.0
H -4.90107 -1.81378 3.07085 0.0 0.0 0.0
H -1.66118 -1.72023 -4.00251 0.0 0.0 0.0
H 2.62352 0.07261 0.53760 0.1 0.0 -0.1
H 2.51405 3.60912 -1.45585 0.0 0.0 0.0
H -3.73037 -0.04519 0.51654 0.0 0.0 0.0
H -1.39413 -6.74952 -0.72725 0.0 0.0 0.0
H 0.56327 -1.78793 4.78666 0.0 0.0 0.0
H -0.59551 -0.59386 -4.86138 0.0 0.0 0.0
H 0.37065 3.88277 2.30255 0.0 0.0 0.0



14
Properties=species:S:1:pos:R:3:forces:R:3 method="wB97M-V/def2-TZVPD" mol_weight_g_mol=133.2 homo_lumo_gap_ev=8.852 e_above_lowest_kcal_mol=8.6 total_energy_ev=-27421.4728
S 1.17373 1.41611 -0.16947 -0.3 1.1 -0.3
S 2.41960 -1.18182 -0.19399 0.0 0.1 -0.2
N 0.74754 -1.12121 -0.32661 -0.2 -0.9 -0.4
C -1.29101 0.18388 -0.61203 -0.2 0.5 -0.4
C 0.17281 -0.00138 -0.39925 0.7 -0.8 0.2
C 2.68991 0.56035 0.26213 -0.4 0.3 0.1
C -2.14396 -0.53819 0.41730 0.6 1.6 2.2
H -1.65488 -0.18916 -1.57668 0.7 0.2 -0.2
H 2.78385 0.62267 1.32949 0.4 0.1 0.5
H 3.49676 1.11365 -0.22593 0.1 -0.6 -0.1
H -1.37851 1.27431 -0.63882 -0.8 -0.1 0.2
H -1.69197 -0.42803 1.45955 -0.6 0.0 -1.2
H -2.16329 -1.57310 0.21772 -0.1 -1.2 -0.3
H -3.16058 -0.13807 0.45659 0.1 -0.1 -0.1



7
Properties=species:S:1:pos:R:3:forces:R:3 method="wB97M-V/def2-TZVPD" mol_weight_g_mol=78.0 homo_lumo_gap_ev="10.049 / 8.370" e_above_lowest_kcal_mol=42.1 total_energy_ev=-9148.4147
O -2.00494 0.86204 0.31376 -0.8 0.3 -0.1
O -1.97586 -1.14704 -0.56921 -1.1 -1.0 -0.7
O 1.73138 -0.17071 0.51807 1.4 -1.4 0.2
N -1.59401 -0.19611 -0.01911 1.9 0.7 0.8
N 0.96228 0.40178 -0.42940 0.5 -1.3 -1.1
H 0.61326 1.23651 0.01199 -0.1 0.5 0.7
H 2.26788 -0.98648 0.17390 -1.9 2.3 0.2